The following is a quantum chemistry calculation of 4 unconnected molecules or ions with the total composition C32H71ClFN6O2S, from OMol25.

Last column: Mulliken charge in e.
CARTESIAN COORDINATES (ANGSTROEM)
C: -4.1001 1.8394 0.1453  -0.6148
C: -3.8241 1.0495 -1.2323  -0.5879
C: -2.9440 -0.2840 -1.0860  -0.6206
N: -1.5844 -0.1035 -0.5095  0.9330
C: -0.8698 1.1047 -1.0015  -1.8062
C: 0.6546 1.2519 -0.4126  0.5192
S: 0.5369 2.1635 1.2030  -0.1644
C: 1.4275 2.2664 -1.4437  -0.0383
C: 2.4978 3.0672 -0.5072  -0.0737
O: 3.5420 2.4896 -0.0769  -0.4932
N: 1.4147 -0.0371 -0.3718  0.2994
C: 0.6459 -1.2310 0.1095  -0.3706
Cl: 1.7641 -2.6957 -0.1821  -0.0651
C: 0.3175 -1.2467 1.6823  -0.5546
C: -0.2240 -2.6527 2.2484  -0.6630
C: -1.7226 -2.4535 2.8797  -0.4069
N: -1.7560 -1.4801 4.0178  -0.5177
C: -0.7364 -1.3195 -0.7083  -0.9150
C: -0.3895 -1.6673 -2.2501  0.0913
C: -1.0555 -3.1051 -2.5552  0.2612
O: -1.8421 -3.2948 -3.5232  -0.5150
F: -0.8219 -4.2229 -1.6932  -0.2997
H: -3.2799 2.6289 0.2695  0.0068
H: -4.0360 1.0606 0.9941  0.1774
H: -5.1601 2.2719 0.0811  0.3662
H: -4.8574 0.7523 -1.6702  0.4484
H: -3.3446 1.7167 -2.0532  0.2488
H: -3.5224 -0.9711 -0.3463  0.2766
H: -2.9864 -0.8286 -2.0980  0.2695
H: -1.3704 2.1076 -0.7019  0.1107
H: -0.7943 1.1008 -2.1476  0.1631
H: -0.8380 2.1952 1.5138  0.2354
H: 0.6779 3.0482 -1.8490  0.1457
H: 1.9717 1.7145 -2.2863  0.3235
H: 2.2988 4.1656 -0.1924  0.3507
H: 1.8443 -0.2016 -1.3127  0.4980
H: 2.2302 0.0928 0.2788  0.6367
H: 1.2421 -0.9014 2.2660  0.3329
H: -0.5110 -0.4562 1.8512  0.0213
H: 0.5221 -3.0558 3.0415  0.2137
H: -0.3342 -3.4816 1.4673  0.4117
H: -2.3735 -2.1108 1.9841  0.0597
H: -2.0783 -3.5114 3.1475  0.3481
H: -2.2128 -0.6260 3.6317  0.2959
H: -0.7628 -1.2516 4.2380  0.2692
H: -1.3335 -2.2019 -0.2473  1.0623
H: 0.7149 -1.5998 -2.5317  0.1827
H: -0.9819 -0.9225 -2.9134  0.1102
C: -2.2590 -3.0561 9.7719  -1.4377
C: -1.6628 -3.4556 8.4273  -0.2898
N: -0.2428 -3.1392 8.3022  0.1312
C: 0.2542 -3.2417 6.9335  -0.5906
C: 0.2416 -4.6213 6.2771  -0.9291
C: 0.6362 -3.6903 9.3287  -0.7169
C: 0.6459 -5.2067 9.5186  -0.9293
H: -2.0792 -1.9999 9.9867  0.3310
H: -3.3413 -3.2125 9.7568  0.4324
H: -1.8558 -3.6535 10.5924  0.3036
H: -2.2148 -2.9043 7.6582  0.4033
H: -1.8593 -4.5208 8.2528  0.2553
H: 1.2727 -2.8389 6.8862  0.3093
H: -0.3407 -2.5646 6.3069  0.2808
H: 1.0265 -5.2652 6.6754  0.3022
H: 0.4302 -4.5173 5.2029  0.2910
H: -0.7206 -5.1263 6.3896  0.2482
H: 0.3709 -3.2324 10.2881  0.3987
H: 1.6631 -3.3525 9.1487  0.3306
H: -0.3602 -5.6315 9.5482  0.2430
H: 1.1277 -5.4522 10.4695  0.3762
H: 1.2145 -5.7098 8.7362  0.2580
C: 5.3936 -1.4558 -5.5977  -1.5235
C: 4.0522 -1.9887 -5.1084  0.0498
N: 3.0891 -2.2168 -6.1812  0.1070
C: 1.7285 -2.4364 -5.7002  -0.8082
C: 1.4677 -3.6821 -4.8551  -0.4608
C: 3.5200 -3.0996 -7.2612  -0.7094
C: 3.9527 -4.5179 -6.8915  -0.9444
H: 5.2655 -0.5525 -6.1989  0.3465
H: 6.0234 -1.1984 -4.7413  0.4396
H: 5.9366 -2.1956 -6.1895  0.3186
H: 3.6428 -1.2378 -4.4219  0.0976
H: 4.2240 -2.8962 -4.5160  0.2686
H: 1.0391 -2.4386 -6.5516  0.3239
H: 1.4340 -1.5588 -5.1078  0.3874
H: 1.4643 -4.5878 -5.4616  0.3133
H: 0.4795 -3.6071 -4.3903  -0.0697
H: 2.1975 -3.7987 -4.0494  0.2246
H: 4.3539 -2.6186 -7.7842  0.4172
H: 2.7312 -3.1596 -8.0191  0.3336
H: 4.6258 -4.5396 -6.0310  0.2409
H: 4.4897 -4.9661 -7.7322  0.3824
H: 3.0978 -5.1612 -6.6824  0.2699
C: -1.9949 5.1445 -1.3777  -1.2656
C: -0.9369 6.2052 -1.6587  -0.4178
N: -1.0072 6.7534 -3.0081  0.1141
C: 0.1700 7.5375 -3.3770  -0.6585
C: 0.4398 8.8212 -2.5945  -0.9804
C: -2.2897 7.3252 -3.4082  -0.6562
C: -2.8615 8.4572 -2.5556  -0.9782
H: -1.9610 4.3436 -2.1222  0.2652
H: -1.8149 4.6941 -0.3960  0.3569
H: -3.0025 5.5648 -1.3622  0.5034
H: 0.0395 5.7248 -1.5246  0.2316
H: -1.0083 6.9901 -0.8959  0.2930
H: 0.1238 7.7793 -4.4444  0.3720
H: 1.0513 6.8906 -3.2777  0.3470
H: -0.2526 9.6163 -2.8723  0.2239
H: 1.4474 9.1831 -2.8225  0.4027
H: 0.3872 8.6685 -1.5139  0.2735
H: -3.0306 6.5180 -3.4370  0.3473
H: -2.2281 7.6654 -4.4477  0.3578
H: -2.8069 8.2443 -1.4851  0.2548
H: -3.9172 8.6020 -2.8021  0.3721
H: -2.3582 9.4044 -2.7490  0.2721

Output
Net charge: +1
DFT total energy, Eh: -2698.68748
Multiplicity: 1

The following is a quantum chemistry calculation of 5 unconnected molecules or ions with the total composition C32H72Br2N4O4S, from OMol25.

Last column: Mulliken charge in e.
CARTESIAN COORDINATES (ANGSTROEM)
C: 1.7520 2.6239 -1.6249  -1.2048
C: 2.0705 1.6313 -0.5563  0.5855
O: 2.5873 0.6053 -0.7198  -0.4856
O: 1.6889 2.0073 0.7361  -0.0258
C: 2.8529 2.3665 1.4851  -1.9181
C: 2.5260 3.5567 2.3955  1.2269
S: 2.2346 5.0227 1.2995  -0.2115
O: 1.3219 3.4256 3.1187  -0.3355
C: 1.1847 2.2395 3.8355  -0.0599
O: 0.7121 1.2686 3.4455  -0.3190
C: 3.7402 3.9357 3.2641  -0.9404
Br: 4.5361 2.4193 4.2052  -0.0268
C: 3.5131 5.1183 4.2198  -0.0134
C: 4.9006 5.6325 4.6847  -1.2951
Br: 2.5025 4.6519 5.8185  -0.1021
H: 1.5056 2.1310 -2.5523  0.4945
H: 2.6027 3.2840 -1.7169  0.3124
H: 0.8811 3.1753 -1.3036  0.3893
H: 3.5931 2.6970 0.7668  0.8697
H: 3.2361 1.5112 2.0290  0.2607
H: 2.9516 4.6737 0.2212  0.1046
H: 1.5309 2.3109 4.8653  0.3275
H: 4.4861 4.2819 2.5721  0.6479
H: 3.0532 5.9340 3.6931  0.5036
H: 5.1068 5.2206 5.6576  0.4159
H: 4.8969 6.7057 4.7567  0.3484
H: 5.6802 5.2774 4.0243  0.3621
C: 5.5693 -0.4406 -1.2816  -1.2706
C: 5.9575 -1.8192 -1.7933  -0.3655
N: 6.7186 -2.5922 -0.8302  0.0855
C: 7.3363 -3.7773 -1.3991  -0.7192
C: 6.4197 -4.8831 -1.9363  -0.9661
C: 6.0970 -2.7624 0.4716  -0.7004
C: 4.7111 -3.4177 0.5288  -0.9735
H: 6.4487 0.1108 -0.9415  0.3217
H: 5.0986 0.1312 -2.0821  0.4456
H: 4.8534 -0.4961 -0.4630  0.1869
H: 6.5758 -1.6840 -2.6853  0.4371
H: 5.0462 -2.3421 -2.1224  0.2454
H: 8.0134 -4.2089 -0.6565  0.3559
H: 7.9844 -3.4480 -2.2180  0.4126
H: 5.9530 -5.4513 -1.1330  0.2212
H: 7.0083 -5.5904 -2.5250  0.3983
H: 5.6369 -4.4911 -2.5862  0.2755
H: 6.0236 -1.7780 0.9423  0.3706
H: 6.7831 -3.3214 1.1133  0.3590
H: 4.0306 -3.0121 -0.2211  0.2361
H: 4.2609 -3.2343 1.5069  0.3673
H: 4.7626 -4.4979 0.4005  0.2923
C: 1.6861 1.5137 -7.8544  -1.4305
C: 0.8483 2.4995 -7.0534  -0.3475
N: 1.6374 3.3308 -6.1638  0.2271
C: 0.8384 4.0580 -5.1936  -0.5158
C: -0.1442 5.1148 -5.7111  -1.2392
C: 2.7139 4.0801 -6.7882  -0.7249
C: 2.3543 5.0487 -7.9219  -0.9733
H: 2.3082 0.9055 -7.1964  0.3260
H: 1.0316 0.8448 -8.4147  0.4383
H: 2.3315 2.0157 -8.5765  0.2920
H: 0.1473 1.9224 -6.4443  0.4482
H: 0.2384 3.0949 -7.7503  0.2541
H: 1.5090 4.5267 -4.4667  0.3073
H: 0.2674 3.3202 -4.6190  0.3336
H: 0.3663 6.0187 -6.0401  0.2601
H: -0.8213 5.4085 -4.9058  0.4410
H: -0.7573 4.7418 -6.5316  0.2787
H: 3.4440 3.3641 -7.1745  0.3964
H: 3.2534 4.6268 -6.0103  0.3528
H: 1.6667 4.6047 -8.6430  0.2484
H: 3.2600 5.3256 -8.4659  0.3778
H: 1.9135 5.9718 -7.5490  0.2652
C: -3.5888 -3.9401 1.8233  -1.0546
C: -2.7581 -2.8629 1.1424  -0.4344
N: -2.9598 -1.5459 1.7119  0.3720
C: -2.4061 -0.4721 0.9079  -1.1470
C: -0.8856 -0.4329 0.7255  -0.2162
C: -2.7304 -1.4286 3.1416  -0.5812
C: -1.3442 -1.8145 3.6716  -0.7957
H: -4.6453 -3.6693 1.8323  -0.0063
H: -3.4866 -4.8838 1.2848  0.4701
H: -3.2674 -4.1176 2.8507  0.2974
H: -3.0555 -2.8267 0.0906  0.4588
H: -1.7003 -3.1690 1.1561  0.2387
H: -2.7380 0.4841 1.3230  0.3397
H: -2.8694 -0.5244 -0.0840  0.4392
H: -0.3742 -0.0974 1.6240  -0.0618
H: -0.6327 0.2805 -0.0629  0.2063
H: -0.4834 -1.4036 0.4323  0.3056
H: -3.4769 -2.0399 3.6580  0.1556
H: -2.9573 -0.4049 3.4497  0.4253
H: -0.9907 -2.7562 3.2484  0.2270
H: -1.3888 -1.9426 4.7560  0.4288
H: -0.6009 -1.0453 3.4744  0.0422
C: -10.0089 -5.3567 3.0471  -1.4494
C: -9.1562 -4.3007 2.3587  -0.1811
N: -9.3293 -2.9731 2.9150  0.1693
C: -8.7550 -1.9226 2.0911  -1.0009
C: -7.2354 -1.9148 1.8935  -0.7321
C: -9.1009 -2.8528 4.3440  -0.7153
C: -7.7302 -3.2722 4.8916  -0.9188
H: -11.0604 -5.0663 3.0522  0.3321
H: -9.9221 -6.3048 2.5142  0.4406
H: -9.6922 -5.5330 4.0760  0.2881
H: -9.4522 -4.2678 1.3067  0.4357
H: -8.1045 -4.6279 2.3762  0.1228
H: -9.0652 -0.9535 2.4920  0.3603
H: -9.2255 -1.9849 1.1042  0.4031
H: -6.7101 -1.5733 2.7842  0.2060
H: -6.9732 -1.2247 1.0888  0.4587
H: -6.8504 -2.8964 1.6168  0.1535
H: -9.8651 -3.4410 4.8597  0.3597
H: -9.3033 -1.8211 4.6425  0.3424
H: -7.3952 -4.2265 4.4824  0.2336
H: -7.7905 -3.3880 5.9762  0.3902
H: -6.9632 -2.5248 4.6943  0.2493

Output
Net charge: 0
DFT total energy, Eh: -7328.55379
Multiplicity: 1